# 1
5 unconnected molecules or ions with the total composition C18H19F2N3, computed with the ωB97M-V functional and the def2-TZVPD basis.

For the largest force on an atom, the calculation gives 4.93 eV/A. As for the energy above the lowest of the compared OMol25 structures with the same formula, charge and spin: 1.020 eV. Its SMILES is Fc1ccccc1.Fc1ccccc1.CC#N.CC#N.CC#N. Its net charge is 0. The spin multiplicity is 1.

Each atom is followed by the atoms it is bonded to, with distances in Å.
Cartesian coordinates (Å):
1 F -12.322 11.487 3.251  C2 1.351
2 C -12.622 10.183 3.066  F1 1.351, C3 1.391, C7 1.373
3 C -12.817 9.667 1.789  C2 1.391, C4 1.405, H8 1.080
4 C -13.248 8.336 1.650  C3 1.405, C5 1.372, H9 1.080
5 C -13.526 7.567 2.753  C4 1.372, C6 1.400, H10 1.080
6 C -13.195 8.047 4.026  C5 1.400, C7 1.405, H11 1.080
7 C -12.729 9.366 4.164  C2 1.373, C6 1.405, H12 1.080
8 H -12.781 10.257 0.885  C3 1.080
9 H -13.483 7.954 0.668  C4 1.080
10 H -13.922 6.570 2.626  C5 1.080
11 H -13.448 7.433 4.878  C6 1.080
12 H -12.526 9.804 5.130  C7 1.080
13 F -7.033 8.091 -0.403  C14 1.361
14 C -7.734 7.961 0.756  F13 1.361, C15 1.410, C19 1.359
15 C -8.084 6.689 1.252  C14 1.410, C16 1.364, H20 1.080
16 C -9.011 6.540 2.241  C15 1.364, C17 1.389, H21 1.080
17 C -9.587 7.635 2.871  C16 1.389, C18 1.404, H22 1.080
18 C -9.156 8.904 2.452  C17 1.404, C19 1.417, H23 1.080
19 C -8.256 9.056 1.368  C14 1.359, C18 1.417, H24 1.080
20 H -7.709 5.816 0.740  C15 1.080
21 H -9.096 5.565 2.700  C16 1.080
22 H -10.249 7.662 3.724  C17 1.080
23 H -9.524 9.789 2.950  C18 1.080
24 H -7.932 10.000 0.956  C19 1.080
25 C -5.942 11.295 -0.135  C26 1.474, H28 1.090, H29 1.090, H30 1.090
26 C -5.388 12.334 -1.023  C25 1.474, N27 1.192
27 N -4.982 13.240 -1.681  C26 1.192
28 H -5.980 10.316 -0.613  C25 1.090
29 H -6.935 11.659 0.129  C25 1.090
30 H -5.347 11.220 0.775  C25 1.090
31 C -8.216 9.755 -2.928  C32 1.474, H34 1.090, H35 1.090, H36 1.090
32 C -6.841 9.586 -3.433  C31 1.474, N33 1.129
33 N -5.808 9.465 -3.869  C32 1.129
34 H -8.902 9.968 -3.748  C31 1.090
35 H -8.311 10.566 -2.206  C31 1.090
36 H -8.443 8.873 -2.329  C31 1.090
37 C -7.278 5.266 4.976  C38 1.501, H40 1.090, H41 1.090, H42 1.090
38 C -5.896 4.861 5.398  C37 1.501, N39 1.141
39 N -4.850 4.503 5.680  C38 1.141
40 H -7.676 4.440 4.386  C37 1.090
41 H -7.348 6.134 4.321  C37 1.090
42 H -7.961 5.478 5.798  C37 1.090


# 2
8 unconnected molecules or ions with the total composition C47H101N8O9, computed with the ωB97M-V functional and the def2-TZVPD basis.

For the largest force on an atom, the calculation gives 1.36 eV/A. Its net charge is -1. The spin multiplicity is 1.

Each atom is followed by the atoms it is bonded to, with distances in Å.
Cartesian coordinates (Å):
1 C 5.229 -3.568 1.896  C2 1.524, H30 1.070, H31 1.071, H32 1.068
2 C 6.190 -4.731 1.680  C1 1.524, C3 1.505, H33 1.069, H34 1.072
3 C 7.615 -4.373 2.004  C2 1.505, C4 1.520, H35 1.067, H36 1.069
4 C 8.332 -3.778 0.802  C3 1.520, C5 1.514, H37 1.072, H38 1.072
5 C 9.492 -2.899 1.220  C4 1.514, C6 1.517, H39 1.073, H40 1.069
6 C 9.079 -1.453 1.424  C5 1.517, C7 1.523, H41 1.072, H42 1.068
7 C 8.979 -1.031 2.883  C6 1.523, C8 1.509, H43 1.069, H44 1.071
8 C 7.799 -0.131 3.161  C7 1.509, C9 1.514, H45 1.069, H46 1.072
9 C 7.732 1.089 2.268  C8 1.514, C10 1.517, H47 1.073, H48 1.070
10 C 6.413 1.189 1.524  C9 1.517, C11 1.517, H49 1.069, H50 1.075
11 C 5.368 1.985 2.282  C10 1.517, C12 1.511, H51 1.070, H52 1.076
12 C 4.276 2.516 1.383  C11 1.511, C13 1.516, H53 1.074, H54 1.076
13 C 3.364 1.380 0.962  C12 1.516, C14 1.524, H55 1.074, H56 1.071
14 C 2.368 1.748 -0.131  C13 1.524, C15 1.512, H57 1.073, H58 1.070
15 C 0.989 2.082 0.392  C14 1.512, C16 1.503, H59 1.076, H60 1.071
16 C -0.003 0.966 0.223  C15 1.503, C17 1.498, H61 1.067, H62 1.064
17 C 0.331 -0.312 0.931  C16 1.498, C18 1.511, H63 1.070, H64 1.074
18 C 0.284 -0.233 2.440  C17 1.511, C19 1.533, H65 1.072, H66 1.071
19 C -0.907 0.516 3.048  C18 1.533, C20 1.508, H67 1.069, H68 1.072
20 C -1.977 -0.323 3.701  C19 1.508, C21 1.550, H69 1.071, H70 1.070
21 C -3.185 -0.716 2.813  C20 1.550, N22 1.456, C23 1.521, C27 1.538
22 N -2.956 -0.642 1.377  C21 1.456, H71 1.003, H72 1.003
23 C -3.519 -2.166 3.130  C21 1.521, C24 1.512, H73 1.081, H74 1.074
24 C -4.458 -2.879 2.184  C23 1.512, C25 1.509, H75 1.065, H76 1.074
25 C -3.798 -3.666 1.080  C24 1.509, C26 1.516, H77 1.076, H78 1.070
26 C -4.628 -4.846 0.612  C25 1.516, H79 1.065, H80 1.068, H81 1.071
27 C -4.380 0.211 3.088  C21 1.538, O28 1.275, O29 1.262
28 O -5.485 -0.314 3.447  C27 1.275
29 O -4.111 1.424 2.869  C27 1.262
30 H 4.844 -3.224 0.959  C1 1.070
31 H 5.733 -2.738 2.346  C1 1.071
32 H 4.422 -3.858 2.532  C1 1.068
33 H 6.129 -5.025 0.654  C2 1.069
34 H 5.869 -5.559 2.280  C2 1.072
35 H 7.628 -3.638 2.778  C3 1.067
36 H 8.162 -5.235 2.321  C3 1.069
37 H 7.621 -3.205 0.242  C4 1.072
38 H 8.713 -4.605 0.235  C4 1.072
39 H 9.867 -3.273 2.154  C5 1.073
40 H 10.259 -2.965 0.479  C5 1.069
41 H 8.137 -1.256 0.951  C6 1.072
42 H 9.814 -0.823 0.974  C6 1.068
43 H 8.890 -1.882 3.524  C7 1.069
44 H 9.874 -0.523 3.180  C7 1.071
45 H 6.911 -0.717 3.057  C8 1.069
46 H 7.870 0.167 4.188  C8 1.072
47 H 8.538 1.106 1.559  C9 1.073
48 H 7.827 1.967 2.872  C9 1.070
49 H 6.035 0.202 1.366  C10 1.069
50 H 6.536 1.669 0.570  C10 1.075
51 H 4.911 1.346 3.008  C11 1.070
52 H 5.866 2.807 2.766  C11 1.076
53 H 3.664 3.190 1.952  C12 1.074
54 H 4.661 3.019 0.514  C12 1.076
55 H 3.953 0.526 0.681  C13 1.074
56 H 2.798 1.133 1.837  C13 1.071
57 H 2.763 2.583 -0.679  C14 1.073
58 H 2.264 0.915 -0.794  C14 1.070
59 H 0.630 2.885 -0.227  C15 1.076
60 H 1.017 2.469 1.390  C15 1.071
61 H -0.013 0.751 -0.822  C16 1.067
62 H -0.982 1.313 0.452  C16 1.064
63 H -0.274 -1.105 0.543  C17 1.070
64 H 1.336 -0.567 0.653  C17 1.074
65 H 0.235 -1.241 2.800  C18 1.072
66 H 1.187 0.175 2.847  C18 1.071
67 H -1.379 1.183 2.359  C19 1.069
68 H -0.503 1.136 3.823  C19 1.072
69 H -2.376 0.261 4.506  C20 1.071
70 H -1.571 -1.198 4.166  C20 1.070
71 H -2.685 0.277 1.083  N22 1.003
72 H -2.328 -1.351 1.048  N22 1.003
73 H -2.601 -2.729 3.219  C23 1.081
74 H -3.981 -2.141 4.099  C23 1.074
75 H -5.160 -2.184 1.786  C24 1.065
76 H -4.979 -3.605 2.780  C24 1.074
77 H -3.681 -2.996 0.247  C25 1.076
78 H -2.812 -3.963 1.371  C25 1.070
79 H -5.670 -4.721 0.792  C26 1.065
80 H -4.267 -5.763 1.024  C26 1.068
81 H -4.525 -4.928 -0.451  C26 1.071
82 C 0.012 -0.637 -3.180  O83 1.219, N84 1.340, H87 1.102
83 O 1.225 -0.752 -3.160  C82 1.219
84 N -0.719 -0.481 -4.292  C82 1.340, C85 1.449, C86 1.451
85 C -2.163 -0.364 -4.277  N84 1.449, H88 1.091, H89 1.092, H90 1.088
86 C 0.000 -0.431 -5.551  N84 1.451, H91 1.090, H92 1.090, H93 1.082
87 H -0.597 -0.663 -2.261  C82 1.102
88 H -2.616 -1.169 -4.858  C85 1.091
89 H -2.468 0.592 -4.710  C85 1.092
90 H -2.529 -0.422 -3.254  C85 1.088
91 H 0.567 -1.354 -5.670  C86 1.090
92 H 0.702 0.403 -5.532  C86 1.090
93 H -0.679 -0.311 -6.384  C86 1.082
94 C -0.178 1.821 -8.904  O95 1.219, N96 1.340, H99 1.104
95 O -0.469 0.754 -8.393  C94 1.219
96 N -0.559 3.034 -8.482  C94 1.340, C97 1.448, C98 1.465
97 C -0.127 4.233 -9.169  N96 1.448, H100 1.091, H101 1.092, H102 1.088
98 C -1.442 3.190 -7.323  N96 1.465, H103 1.087, H104 1.090, H105 1.083
99 H 0.444 1.870 -9.815  C94 1.104
100 H 0.432 4.879 -8.490  C97 1.091
101 H -0.989 4.786 -9.546  C97 1.092
102 H 0.513 3.967 -10.008  C97 1.088
103 H -0.984 2.757 -6.438  C98 1.087
104 H -2.382 2.670 -7.511  C98 1.090
105 H -1.638 4.239 -7.141  C98 1.083
106 C 2.385 5.711 2.458  O107 1.215, N108 1.342, H111 1.104
107 O 2.106 4.565 2.169  C106 1.215
108 N 2.358 6.198 3.708  C106 1.342, C109 1.448, C110 1.456
109 C 2.700 7.572 4.012  N108 1.448, H112 1.092, H113 1.092, H114 1.087
110 C 1.966 5.302 4.788  N108 1.456, H115 1.090, H116 1.089, H117 1.086
111 H 2.692 6.456 1.704  C106 1.104
112 H 3.549 7.610 4.698  C109 1.092
113 H 1.853 8.081 4.475  C109 1.092
114 H 2.966 8.096 3.097  C109 1.087
115 H 2.644 4.451 4.836  C110 1.090
116 H 0.960 4.920 4.615  C110 1.089
117 H 1.993 5.842 5.730  C110 1.086
118 C -3.105 4.028 -3.772  O119 1.223, N120 1.333, H123 1.102
119 O -2.436 4.457 -4.703  C118 1.223
120 N -3.320 4.687 -2.634  C118 1.333, C121 1.456, C122 1.453
121 C -4.151 4.159 -1.561  N120 1.456, H124 1.090, H125 1.084, H126 1.087
122 C -2.703 5.992 -2.464  N120 1.453, H127 1.090, H128 1.090, H129 1.086
123 H -3.616 3.053 -3.812  C118 1.102
124 H -4.991 4.826 -1.369  C121 1.090
125 H -3.569 4.065 -0.650  C121 1.084
126 H -4.538 3.181 -1.834  C121 1.087
127 H -3.037 6.672 -3.248  C122 1.090
128 H -1.618 5.906 -2.531  C122 1.090
129 H -2.976 6.392 -1.493  C122 1.086
130 C -8.894 -5.202 1.278  O131 1.217, N132 1.338, H135 1.105
131 O -7.862 -5.348 0.648  C130 1.217
132 N -8.962 -4.812 2.556  C130 1.338, C133 1.451, C134 1.458
133 C -10.225 -4.680 3.259  N132 1.451, H136 1.088, H137 1.092, H138 1.087
134 C -7.721 -4.513 3.261  N132 1.458, H139 1.088, H140 1.090, H141 1.086
135 H -9.887 -5.393 0.833  C130 1.105
136 H -10.369 -3.660 3.610  C133 1.088
137 H -10.247 -5.349 4.123  C133 1.092
138 H -11.046 -4.939 2.595  C133 1.087
139 H -7.186 -3.708 2.761  C134 1.088
140 H -7.074 -5.391 3.273  C134 1.090
141 H -7.950 -4.214 4.279  C134 1.086
142 C 5.502 -2.750 -5.543  O143 1.218, N144 1.340, H147 1.103
143 O 6.612 -3.132 -5.868  C142 1.218
144 N 4.496 -2.530 -6.400  C142 1.340, C145 1.453, C146 1.452
145 C 3.188 -2.073 -5.965  N144 1.453, H148 1.092, H149 1.091, H150 1.087
146 C 4.734 -2.760 -7.814  N144 1.452, H151 1.090, H152 1.090, H153 1.086
147 H 5.229 -2.548 -4.494  C142 1.103
148 H 2.424 -2.800 -6.248  C145 1.092
149 H 2.953 -1.115 -6.433  C145 1.091
150 H 3.169 -1.946 -4.886  C145 1.087
151 H 5.022 -3.797 -7.986  C146 1.090
152 H 5.545 -2.124 -8.170  C146 1.090
153 H 3.827 -2.538 -8.370  C146 1.086
154 C -10.776 -0.768 2.903  O155 1.225, N156 1.328, H159 1.105
155 O -11.835 -0.997 3.475  C154 1.225
156 N -9.808 0.017 3.362  C154 1.328, C157 1.462, C158 1.451
157 C -8.564 0.236 2.627  N156 1.462, H160 1.092, H161 1.091, H162 1.087
158 C -9.991 0.680 4.641  N156 1.451, H163 1.090, H164 1.091, H165 1.085
159 H -10.531 -1.217 1.925  C154 1.105
160 H -7.699 -0.079 3.215  C157 1.092
161 H -8.453 1.296 2.394  C157 1.091
162 H -8.580 -0.330 1.699  C157 1.087
163 H -10.142 -0.057 5.429  C158 1.090
164 H -10.871 1.324 4.609  C158 1.091
165 H -9.110 1.273 4.862  C158 1.085


Total energy per entry: -28877.432; -80727.260 eV